1.
A 5-piece molecular cluster, C24H56N2O5 overall, computed with ωB97M-V/def2-TZVPD.

Element x y z (Å)
O  -13.57225  7.11981  8.55143
O  -18.27900  6.59260  14.55640
O  -16.65751  9.20697  13.97588
O  -15.39483  8.12156  16.74073
O  -18.64283  9.58751  19.15215
N  -18.26423  5.35779  14.02907
N  -14.04136  6.13301  9.43257
C  -14.75848  5.50625  11.64349
C  -18.07277  4.24426  15.01705
C  -17.82142  2.85605  14.27035
C  -19.46424  10.32973  18.35511
C  -14.45671  7.87339  11.08699
C  -14.76297  3.99611  11.26887
C  -12.63030  4.19853  8.73013
C  -18.57989  10.48133  17.18571
C  -18.89285  2.56481  13.08285
C  -20.68117  5.28643  13.25071
C  -14.99265  3.81095  9.78134
C  -12.48267  6.37327  11.33890
C  -19.23962  4.05765  16.04911
C  -13.91214  6.45069  10.87697
C  -14.05772  4.72218  8.91886
C  -20.71417  9.56280  18.02372
C  -14.74176  4.79644  7.54457
C  -14.07028  8.03217  16.35545
C  -13.88075  7.43489  14.96482
C  -18.94098  6.24201  11.73857
C  -19.19285  5.13941  12.83502
C  -18.92124  3.79270  12.15234
C  -16.78149  4.34740  15.80284
C  -13.46150  7.19650  17.52455
H  -13.37999  7.79500  18.43189
H  -12.51234  6.32283  12.42733
H  -14.46557  8.27346  12.10088
H  -19.63251  6.32967  10.90060
H  -16.48062  3.38416  16.21485
H  -20.69068  8.55385  18.43547
H  -21.49449  10.07825  18.58364
H  -19.00704  7.21986  12.21557
H  -15.42648  8.38059  17.66457
H  -18.63686  9.71811  16.40960
H  -17.99148  6.03604  11.24449
H  -19.69233  4.99531  16.37153
H  -18.54423  1.69276  12.52959
H  -14.77040  5.69418  12.71710
H  -13.75228  3.70690  11.55689
H  -15.99271  4.67056  15.12350
H  -19.77462  3.56504  11.51356
H  -20.86858  9.55056  16.94477
H  -18.93500  3.54740  16.96286
H  -15.40947  3.25165  11.73355
H  -21.46633  5.20569  12.49897
H  -15.79980  5.81590  11.55493
H  -15.71128  5.29059  7.60739
H  -12.88814  6.98955  14.89762
H  -12.43718  6.93308  17.26098
H  -17.34380  6.80876  14.57304
H  -13.57909  9.00084  16.26326
H  -20.03135  3.46347  15.59283
H  -18.92269  11.41273  16.73510
H  -19.88850  2.45796  13.51341
H  -17.51341  10.61056  17.37023
H  -11.87998  7.22594  11.02613
H  -14.89438  3.82234  7.07988
H  -11.96240  5.49734  10.95139
H  -16.88330  5.02324  16.65194
H  -16.33882  9.07747  14.86913
H  -18.07109  2.02482  14.92975
H  -14.19503  5.30890  6.75299
H  -14.58292  6.60331  14.90542
H  -14.37610  7.47487  8.16495
H  -17.97536  3.66257  11.62652
H  -15.47608  8.10519  10.77836
H  -14.83474  2.75710  9.55212
H  -20.77329  6.25847  13.73521
H  -13.95682  6.27762  17.83827
H  -12.64260  3.28150  8.14105
H  -12.11073  3.95162  9.65597
H  -19.62222  11.33326  18.75016
H  -17.96322  9.06946  18.71471
H  -15.90667  8.99729  13.42043
H  -16.77488  2.78325  13.97445
H  -13.77826  8.56234  10.58385
H  -20.99554  4.43933  13.86036
H  -16.04972  4.02331  9.62131
H  -14.19849  8.05953  14.12998
H  -11.95315  4.90185  8.24546

2S+1 = 1
frontier orbital gap = 8.3509 eV

Atomic partial charges in e from the Löwdin method, atoms 1 to 6: O -0.009; O -0.009; O -0.032; O -0.056; O -0.053; N -0.125


2.
A 5-piece molecular cluster, C24H56N2O5S3 overall, computed with ωB97M-V/def2-TZVPD.

Element x y z (Å)
S  -17.74682  -9.33474  -31.20270
S  -26.22354  -1.71468  -31.99429
S  -20.83285  -5.22764  -30.46257
O  -18.15903  -5.46879  -27.91619
O  -17.67712  -10.54601  -30.36796
O  -18.07508  -3.91714  -36.68997
O  -19.36156  -4.93968  -30.48399
O  -27.49113  -2.40136  -32.32601
N  -17.91170  -4.27822  -35.33927
N  -18.94727  -4.49488  -27.25983
C  -25.51471  -2.63945  -30.62151
C  -18.80387  -2.11149  -34.66313
C  -18.22900  -6.55956  -36.00719
C  -19.03627  -2.23996  -26.38612
C  -19.83182  -2.77757  -25.22319
C  -17.01362  -4.89485  -32.74387
C  -25.00666  -2.21615  -33.21906
C  -21.55405  -3.76468  -29.75076
C  -20.75642  -6.10259  -26.91592
C  -15.91844  -5.72918  -35.63744
C  -17.65277  -2.76398  -28.36645
C  -16.90761  -3.52882  -26.13537
C  -16.70527  -8.08795  -30.43874
C  -19.26910  -8.46544  -30.86549
C  -21.35219  -5.02323  -32.15214
C  -17.67115  -3.54133  -32.98163
C  -19.82676  -5.08055  -26.24753
C  -20.68101  -3.93914  -25.70097
C  -17.54174  -5.95100  -33.70788
C  -18.12927  -3.30159  -27.01526
C  -16.36196  -2.46269  -34.80096
C  -17.37429  -5.63020  -35.17731
C  -17.70186  -3.13615  -34.45567
C  -19.13063  -5.81491  -25.08531
H  -20.08435  -9.02202  -31.32977
H  -15.84736  -5.25550  -36.62010
H  -19.02100  -3.77719  -36.79725
H  -18.40251  -5.18908  -24.57339
H  -18.67723  -6.73582  -25.44535
H  -18.66590  -1.25606  -34.00512
H  -18.68205  -3.63410  -32.57533
H  -21.33095  -6.61789  -26.14730
H  -21.32877  -4.27143  -24.88408
H  -15.92209  -4.88209  -32.69323
H  -20.84952  -5.74785  -32.78841
H  -18.45995  -5.38507  -28.83842
H  -18.03884  -7.59688  -35.69769
H  -18.53145  -6.36839  -33.49507
H  -22.55269  -3.98103  -29.35707
H  -25.35961  -1.88258  -34.19034
H  -20.46592  -2.01418  -24.77019
H  -16.82228  -3.35759  -28.75391
H  -17.16221  -2.78388  -32.38452
H  -18.48538  -1.32309  -26.15788
H  -22.43745  -5.02923  -32.25916
H  -20.97049  -3.62737  -28.83405
H  -16.77008  -7.19466  -31.06016
H  -17.36041  -1.71830  -28.26481
H  -20.18497  -6.86682  -27.44335
H  -15.18322  -5.27965  -34.97408
H  -15.65404  -6.78080  -35.78617
H  -16.38369  -2.05493  -35.81720
H  -19.89358  -6.05803  -24.34193
H  -21.53035  -2.88386  -30.38651
H  -16.91873  -6.84546  -33.51396
H  -17.06422  -7.86879  -29.43137
H  -24.48881  -2.98281  -30.75960
H  -24.04478  -1.77976  -32.94572
H  -18.05479  -6.54400  -37.08040
H  -18.43259  -2.83859  -29.12569
H  -19.71425  -1.87915  -27.17807
H  -18.87050  -1.79992  -35.70473
H  -21.40082  -3.57474  -26.44777
H  -19.21812  -7.52079  -31.41324
H  -19.16791  -3.18427  -24.45782
H  -21.01460  -4.03931  -32.49780
H  -26.21544  -3.44441  -30.40425
H  -16.15962  -1.59023  -34.17296
H  -24.90365  -3.30312  -33.21286
H  -17.28543  -5.29508  -31.76044
H  -19.44732  -8.33088  -29.79995
H  -21.37407  -5.57584  -27.64232
H  -19.28547  -6.37608  -35.79740
H  -15.54229  -3.17708  -34.76529
H  -25.46344  -2.04805  -29.70098
H  -16.45672  -4.50102  -26.35701
H  -19.77698  -2.57067  -34.43708
H  -15.68930  -8.46868  -30.38698
H  -17.14252  -3.49738  -25.07286
H  -16.12031  -2.80645  -26.35793

2S+1 = 1
frontier orbital gap = 8.1554 eV

Atomic partial charges in e from the Löwdin method, atoms 1 to 6: S 0.797; S 0.809; S 0.838; O -0.038; O -0.541; O -0.013


3.
C24H57AlCl4LiN3O11Si as an isolated structure, computed with ωB97M-V/def2-TZVPD.

Element x y z (Å)
Cl  -2.22260  -3.30047  -9.05610
Cl  -4.02103  -2.29243  -7.00299
Cl  -2.45685  -4.69660  -6.51410
Cl  -1.14106  -2.10434  -6.63423
Si  1.53011  -0.92335  -2.35643
Al  3.93945  6.69043  -2.68435
O  -4.51229  -3.81132  1.87684
O  -1.80790  -7.23817  -0.29299
O  -5.90524  -5.50659  2.10413
O  -3.81755  -5.45340  3.03078
O  3.61282  10.45803  -0.06330
O  0.57242  0.55801  -5.88571
O  -5.72268  -0.48392  5.00223
O  -1.54153  -2.62528  1.73406
O  4.74818  8.87713  -0.60736
O  4.00027  1.95197  3.05446
O  4.70200  10.59742  -1.94894
N  0.40254  4.56628  -0.90454
N  -5.40083  -1.83047  6.78164
N  -4.99444  -2.59567  4.69644
C  -2.46041  -3.09846  -7.30183
C  1.13398  4.67980  0.44240
C  -0.15399  -2.56307  2.28015
C  1.09555  5.27250  -2.09248
C  1.79390  6.60500  -1.80430
C  0.95687  7.70275  -1.17136
C  -1.80558  -1.26238  1.24737
C  -0.09404  -4.31013  -0.78735
C  -0.64175  -2.90364  -2.96287
C  1.02779  -5.37600  -0.24085
C  1.95947  3.41180  0.60708
C  -0.47532  -4.45378  -2.37453
C  -4.78511  -5.01325  2.36446
C  1.73551  2.57296  -0.63197
C  -5.39448  -1.56491  5.46286
C  4.37266  10.01019  -0.92987
C  0.39408  3.04014  -1.15741
C  2.28552  -4.69684  0.54125
C  0.84908  -2.39562  -3.45112
C  3.81181  3.10975  3.66647
C  3.18387  2.79623  5.03608
C  0.47005  -4.07748  2.55301
C  2.00642  -4.09813  2.02231
C  -1.04835  5.03128  -0.79607
Li  -6.26592  -4.30485  0.64833
H  -4.72276  -3.48877  5.07056
H  0.59930  0.21853  -4.97856
H  1.61635  -1.38937  -0.96185
H  -1.55702  4.78819  -1.73402
H  -2.59389  -7.11457  0.29791
H  1.63369  2.87218  1.50383
H  3.00722  3.72853  5.58522
H  2.77656  -3.84128  -0.12698
H  -3.62412  -3.82157  2.28782
H  -1.41706  -2.88691  -3.84983
H  1.74414  5.57931  0.48472
H  3.84035  2.17171  5.65498
H  4.69106  3.73445  3.88883
H  -5.13131  -2.71957  7.16694
H  0.47579  -1.96054  1.47742
H  0.54923  0.15465  -2.38697
H  1.65725  -3.26262  -3.31635
H  3.11881  -5.53624  0.65133
H  -2.94501  -1.00564  1.48019
H  -2.05760  -7.69283  -1.13738
H  0.30938  -3.23340  -0.52323
H  0.30388  -5.05943  -3.00302
H  3.13661  3.84491  3.20142
H  0.37666  4.74351  1.23428
H  1.55449  8.61545  -1.07625
H  1.84655  4.58181  -2.49147
H  2.69339  -4.67332  2.80360
H  3.02118  3.64209  0.74047
H  -5.69386  -1.08858  7.40317
H  2.69400  6.43427  -1.20284
H  1.48262  -5.95699  -1.17871
H  0.62228  7.43950  -0.16507
H  -1.62829  -1.15410  0.07865
H  1.73834  1.50132  -0.41203
H  -0.42410  2.60750  -0.57034
H  -4.97130  -2.44883  3.69621
H  -0.11695  -1.98353  3.32079
H  -1.08528  -2.24251  -2.07894
H  2.16477  6.98820  -2.76436
H  -1.56652  -4.93498  -2.42265
H  -1.06760  -4.47730  -0.12259
H  -1.52672  4.50177  0.03355
H  -1.15572  -0.42723  1.79431
H  -1.07271  6.10441  -0.61334
H  2.52760  2.75889  -1.36553
H  0.23305  2.84832  -2.22328
H  0.52019  -4.18377  3.74143
H  0.08177  7.93502  -1.78502
H  -0.22070  -4.94604  2.19404
H  0.33573  5.39924  -2.87341
H  0.84578  -2.14768  -4.60076
H  2.87115  -0.50256  -2.77563
H  0.53069  -6.22238  0.43727
H  2.41663  -2.97669  2.02550
H  2.21685  2.28703  4.93699
H  1.50578  0.66400  -6.12364
H  -1.07597  -7.71669  0.17331

2S+1 = 1
charge = +2
frontier orbital gap = 1.6556 eV

Atomic partial charges in e from the Löwdin method, atoms 1 to 6: Cl 0.539; Cl 0.515; Cl 0.495; Cl 0.535; Si 0.623; Al 1.112


Taking the records one at a time from the top gives E_HOMO values of -7.90 -8.14 -9.83 eV.
Taking the records one at a time from the top gives F_max values of 5.08 2.10 3.68 eV/Å.